[1]
Molecular formula: C3H7NO
Method: DFT, wB97M-V/def2-TZVPD

frontier orbital gap	0.3823	Eh
energy relative to the best compared isomer or geometry (same formula, charge and spin)	2.718	eV

Positions of all 12 atoms, in Å:
C 0.61572 0.16683 -1.77236
C 1.37998 -0.89266 -1.60796
O 2.44092 -0.85411 -0.72303
H -0.15907 0.19166 -2.53601
H 0.82663 1.14060 -1.33664
H 1.19121 -1.91355 -1.93583
H 3.17490 -1.31839 -1.14913
C -2.22321 0.77497 2.40263
N -1.25532 0.02185 2.11380
H -2.93103 0.43546 3.15196
H -2.37113 1.77791 2.00030
H -0.68960 0.46941 1.39227



[2]
Molecular formula: C16H13Br2N4O4OsP
Method: DFT, wB97M-V/def2-TZVPD

frontier orbital gap (alpha / beta)	0.1970 / 0.1848	Eh
energy relative to the best compared isomer or geometry (same formula, charge and spin)	0.075	eV
total charge	+2

Positions of all 41 atoms, in Å:
Os -1.02817 -0.20424 0.87511
Br -3.52558 -3.88801 -1.43145
C -1.69954 -3.54458 -1.39436
C -0.79311 -4.40260 -2.05912
C 0.55607 -4.17478 -2.03011
Br 1.70123 -5.34620 -2.92203
C 1.09476 -3.05432 -1.31938
C 2.45395 -2.73666 -1.16931
C 2.82000 -1.63158 -0.42689
C 1.84802 -0.83428 0.16520
N 0.55183 -1.11535 0.03916
C 0.17031 -2.21130 -0.68988
C -1.20929 -2.44640 -0.73071
O -1.96074 -1.53612 -0.06212
H -1.18704 -5.25499 -2.59477
H 3.20698 -3.35941 -1.63414
H 3.86104 -1.37762 -0.29108
H 2.10449 0.04133 0.74547
N -0.21199 0.26944 2.47653
C 0.25690 0.28731 3.57921
C 0.79963 0.34251 4.78955
C 2.18863 0.02160 4.91610
N 3.30955 -0.21156 5.00206
C 0.01412 0.72079 5.92015
N -0.62057 1.04271 6.82091
C 1.35861 3.26601 -0.94859
O 0.72126 1.95154 -0.77597
P -0.77566 1.71555 -0.43285
O -1.22934 3.03358 0.26846
C -2.61035 3.33913 0.62687
O -1.63770 1.41655 -1.68845
C -1.57654 2.11681 -2.97446
H 2.40207 3.05375 -1.15133
H 1.24643 3.84238 -0.03629
H 0.90792 3.78316 -1.79088
H -2.95961 2.63333 1.37928
H -3.23857 3.30221 -0.25920
H -2.58934 4.34062 1.04067
H -2.16256 1.52454 -3.66732
H -0.54483 2.18036 -3.31139
H -2.01327 3.10478 -2.85266



[3]
Molecular formula: C5H16NOSi
Method: DFT, wB97M-V/def2-TZVPD

frontier orbital gap	0.2931	Eh
energy relative to the best compared isomer or geometry (same formula, charge and spin)	3.124	eV
total charge	+1

Positions of all 24 atoms, in Å:
C 1.16591 -1.12916 -2.37038
C -0.75466 -0.78652 -0.82373
C -2.34441 -0.37152 2.69444
C 0.76262 -0.77698 -0.96719
C 1.35672 0.56872 -0.44016
N 0.88363 1.66603 -1.31562
O -1.24560 0.20114 3.35835
Si 0.15374 0.97297 2.84317
H 1.12904 -2.20745 -2.33070
H 2.18960 -1.03845 -2.62541
H 0.47820 -0.51290 -3.08810
H -1.25447 -1.71209 -0.45706
H -1.18341 -0.46281 -1.74173
H -0.97036 -0.06289 -0.02536
H -3.11959 -0.65407 3.46292
H -2.12434 -1.26755 2.09640
H -2.76248 0.37420 1.99155
H 1.14573 -1.50535 -0.19733
H 2.48338 0.63688 -0.55571
H -0.17239 1.62206 -1.15575
H 1.30075 1.80329 -2.27370
H 1.12293 2.63327 -0.97680
H 1.08911 0.83177 0.70235
H 0.67034 1.17741 4.19555



[4]
Molecular formula: C10H17FO7
Method: DFT, wB97M-V/def2-TZVPD

frontier orbital gap	0.3787	Eh

Positions of all 35 atoms, in Å:
C -1.52065 -0.45396 1.09195
C -1.02733 1.06252 0.59613
O 0.46037 0.97526 0.50643
C 0.96479 2.37076 0.38516
C 2.58723 2.20872 0.01406
O 3.31762 1.70497 1.18829
C 4.58050 1.13626 0.61897
O 4.97195 -0.03439 1.12690
O 5.28449 1.94164 -0.38942
C 5.95496 1.11579 -1.40490
C 4.98428 0.72700 -2.70015
F 7.03901 1.98875 -1.99186
H -1.10888 -0.68790 2.17008
H -2.69485 -0.44584 1.03600
H -1.03868 -1.27706 0.37863
H -1.26101 1.88793 1.40191
H -1.46123 1.30470 -0.46944
H 0.40930 2.98228 -0.47335
H 0.85171 2.96413 1.41314
H 2.95782 3.24630 -0.38786
H 2.61598 1.34670 -0.80825
H 6.52083 0.16843 -0.96276
H 3.87038 0.53646 -2.39599
H 5.09655 1.53179 -3.57221
H 5.42488 -0.27432 -3.14513
O -3.91855 -1.08573 -0.26217
C -4.75852 -1.86140 0.16266
O -4.70285 -2.46566 1.38546
C -5.95289 -3.09719 1.58925
C -6.46416 -3.30304 0.20029
O -5.87647 -2.23892 -0.52386
H -5.82775 -4.03886 2.13076
H -6.59379 -2.43121 2.17645
H -6.12990 -4.25213 -0.23192
H -7.55515 -3.25279 0.14675



[5]
Molecular formula: C4H3ClN2S
Method: DFT, wB97M-V/def2-TZVPD

frontier orbital gap	0.2948	Eh
energy relative to the best compared isomer or geometry (same formula, charge and spin)	0.958	eV

Positions of all 11 atoms, in Å:
S -1.15324 -2.75043 -0.14983
C -0.46265 -1.68135 0.80297
Cl -0.15106 -1.76510 2.45493
N 0.13837 -0.27946 0.20780
C -0.23153 0.10608 -1.05699
C 0.12712 1.41102 -1.16304
N 0.69694 1.82972 0.00877
C 0.67459 0.81443 0.81341
H -0.69137 -0.57785 -1.73886
H -0.00399 2.07439 -1.99236
H 1.05682 0.81856 1.81321



[6]
Molecular formula: C31H28INbO5P
Method: DFT, wB97M-V/def2-TZVPD

frontier orbital gap	0.1906	Eh
total charge	-1

Positions of all 67 atoms, in Å:
C -1.39231 2.89284 1.56680
C -2.51017 3.62923 2.26054
C -3.67811 2.69341 2.59385
I -4.50383 3.30241 4.51013
Nb -5.26174 2.76755 0.91535
P -7.36610 3.11969 2.45377
O -8.48627 3.32249 1.49307
H -0.81839 2.31100 2.27701
H -1.78244 2.22987 0.81035
H -0.71766 3.58579 1.08097
H -2.12424 4.07843 3.16610
H -2.84946 4.44650 1.63495
H -3.24247 1.72684 2.79161
H -5.59662 0.96342 1.15155
H -6.23183 2.62417 -0.62089
H -5.09332 4.57931 0.53766
H -3.82436 2.30697 -0.11224
H -7.30672 4.18671 3.37490
H -7.62413 2.03149 3.31815
C 0.20828 -3.84871 2.18114
C 0.19929 -2.48228 2.43878
C -0.45367 -1.61829 1.58087
C -1.09752 -2.11884 0.45918
C -1.08027 -3.48889 0.19274
C -0.42835 -4.35101 1.06210
C -1.73981 -4.05033 -1.02805
O -1.73110 -5.24077 -1.25296
C -2.40628 -3.08673 -1.95636
C -3.00529 -3.56776 -3.11094
C -3.64592 -2.69289 -3.96797
C -3.69912 -1.33458 -3.67524
C -3.09923 -0.84532 -2.53038
C -2.44513 -1.71899 -1.67487
C -1.79550 -1.16306 -0.45268
O -1.81605 0.02188 -0.22038
H 0.71587 -4.52237 2.85798
H 0.70173 -2.09267 3.31342
H -0.48043 -0.55331 1.76461
H -0.42906 -5.40889 0.84387
H -2.96503 -4.62732 -3.31690
H -4.11620 -3.06981 -4.86593
H -4.21763 -0.65672 -4.33869
H -3.14342 0.20396 -2.27258
C 1.39310 0.61338 -1.02657
C 1.69925 1.71304 -0.23442
C 3.01196 1.97179 0.11413
C 4.02433 1.12749 -0.31979
C 3.71287 0.01247 -1.10595
C 2.39451 -0.23622 -1.45848
C 4.77111 -0.93194 -1.56664
O 4.51433 -1.89222 -2.25779
C 6.17902 -0.65209 -1.13792
C 7.18090 -1.53423 -1.51476
C 8.48842 -1.29341 -1.13978
C 8.80340 -0.16614 -0.38936
C 7.80918 0.71503 -0.00993
C 6.49365 0.47483 -0.37817
C 5.43249 1.43666 0.06233
O 5.71906 2.42150 0.70555
H 0.36356 0.42086 -1.29072
H 0.90542 2.36019 0.11206
H 3.26986 2.82403 0.72558
H 2.17091 -1.10138 -2.06591
H 6.91505 -2.40182 -2.10066
H 9.26765 -1.98404 -1.43177
H 9.82824 0.02217 -0.10009
H 8.03172 1.59557 0.57472



[7]
Molecular formula: C2H30NO13
Method: DFT, wB97M-V/def2-TZVPD

frontier orbital gap	0.3725	Eh
energy relative to the best compared isomer or geometry (same formula, charge and spin)	2.756	eV
total charge	+1

Positions of all 46 atoms, in Å:
O 1.61916 -0.33545 0.12188
C 2.02607 -0.74562 -0.89904
C 1.19609 -1.92973 -1.56714
N -0.26432 -1.71304 -1.24567
H 2.84798 -0.42406 -1.47037
H 1.38366 -1.80078 -2.73224
H 1.65727 -2.99893 -1.34176
H -0.87736 -2.35774 -1.75579
H -0.22092 -1.75595 -0.23105
H -0.60213 -0.78697 -1.37833
H 3.31061 0.39764 2.97118
H 2.09731 -0.02386 3.59427
O 2.43518 0.39335 2.85820
H -3.67963 -0.86899 1.57983
H -4.15882 -2.31073 1.85127
O -4.10980 -1.59749 1.18311
H 1.21954 -2.18793 2.28236
H -0.12940 -2.35101 1.95275
O 0.59190 -2.21776 1.35330
H -0.73634 2.27759 -0.73133
H 0.16487 2.20396 -1.88909
O -0.61524 1.81907 -1.65321
H 3.19898 3.00776 1.21813
H 3.50113 4.39466 0.54216
O 2.91927 3.72799 0.49666
H -2.16992 0.72842 1.83583
H -2.39242 0.86161 3.33992
O -2.70932 0.23970 2.51533
H 2.38358 3.04991 -3.08998
H 2.80335 2.71167 -1.50828
O 2.48012 2.45583 -2.41295
H -0.35631 -1.71126 -4.82033
H -1.65146 -2.31753 -4.35741
O -0.73687 -2.06004 -4.02666
H -2.96650 3.69627 -0.13532
H -2.31569 4.78807 0.70513
O -2.43248 3.87870 0.61618
H -2.95848 -1.47847 -0.16176
H -2.77022 -0.65481 -1.56225
O -2.52186 -1.46296 -1.15920
H -0.71070 3.11119 3.25676
H -1.53085 3.40413 2.04896
O -1.22705 2.73694 2.69657
H 2.42699 -4.82721 -0.38367
H 2.01436 -4.67289 1.09795
O 2.56666 -4.29327 0.39511



DFT total energy, respectively: -6760.0321, -182776.5423, -16850.8069, -27690.0611, -30533.1139, -61774.9155, -30659.1078 eV.